#w
This record from the OMol25 dataset describes the molecule CHF2NO3. The level of theory is the ωB97M-V functional and the def2-TZVPD basis.

Multiplicity = 1
HOMO-LUMO gap = 11.306 eV
LUMO energy = 0.237 eV
SMILES = O=[N+]([O-])C(O)(F)F

Structure (XYZ):
```
8
Properties=species:S:1:pos:R:3:mulliken_charge:R:1
O 1.320 -1.243 1.146 -0.51
N 0.275 -0.730 0.839 0.81
O -0.799 -0.882 1.374 -0.54
C 0.222 0.428 -0.514 0.75
O -0.946 1.024 -0.532 -0.47
F 1.183 1.300 -0.257 -0.21
F 0.557 -0.349 -1.554 -0.24
H -1.813 0.452 -0.503 0.41
```

---

#x
This record from the OMol25 dataset describes a cluster of 2 separate species, CHF2NO3 in total. The level of theory is the ωB97M-V functional and the def2-TZVPD basis.

Multiplicity = 1
HOMO-LUMO gap (spin up / spin down) = 9.513 / 9.429 eV
LUMO energy (spin up / spin down) = -1.679 / -1.535 eV

Structure (XYZ):
```
8
Properties=species:S:1:pos:R:3:mulliken_charge:R:1
C 0.598 -0.120 -1.166 0.50
N 0.024 -0.092 0.205 0.65
O -0.295 -1.258 0.878 -0.44
O -0.144 0.997 0.804 -0.24
O 0.704 -1.041 -1.879 -0.36
F -1.667 1.674 0.725 -0.34
F 0.840 1.118 -1.454 -0.16
H -0.061 -1.279 1.886 0.38
```

---

The structure with the least stability is #x.

---

#w
This record from the OMol25 dataset describes a cluster of 2 separate species, C3H5FO in total. The level of theory is the ωB97M-V functional and the def2-TZVPD basis.

Multiplicity = 1
HOMO-LUMO gap (spin up / spin down) = 9.236 / 8.854 eV
LUMO energy (spin up / spin down) = 0.091 / -0.166 eV

Structure (XYZ):
```
10
Properties=species:S:1:pos:R:3:mulliken_charge:R:1
C 1.376 -0.959 0.354 -0.52
C 0.445 -0.285 -0.490 0.53
C -1.732 0.935 0.125 -0.75
O 1.389 0.500 0.058 -0.34
F 0.600 -0.537 -1.822 -0.24
H 1.265 -1.241 1.375 0.24
H 2.151 -1.479 -0.164 0.21
H -2.213 0.132 0.687 0.29
H -2.073 1.260 -0.853 0.30
H -1.207 1.674 0.730 0.28
```

---

#x
This record from the OMol25 dataset describes a cluster of 2 separate species, C3H5FO in total. The level of theory is the ωB97M-V functional and the def2-TZVPD basis.

Multiplicity = 1
HOMO-LUMO gap (spin up / spin down) = 8.968 / 8.464 eV
LUMO energy (spin up / spin down) = 0.337 / 0.557 eV

Structure (XYZ):
```
10
Properties=species:S:1:pos:R:3:mulliken_charge:R:1
C 1.473 0.473 0.128 0.27
C -1.190 1.328 -0.103 -0.38
C 0.956 -0.902 0.188 -0.76
O 2.593 0.889 0.165 -0.38
F -1.773 0.226 0.419 -0.23
H -1.302 1.386 -1.171 0.29
H -1.294 2.195 0.524 0.29
H 0.451 -1.130 -0.749 0.28
H 0.211 -0.973 0.978 0.28
H 1.761 -1.621 0.367 0.33
```

---

The structure with the least stability is #w.

---

#w
This record from the OMol25 dataset describes a cluster of 2 separate species, C5H10N2S2 in total. The level of theory is the ωB97M-V functional and the def2-TZVPD basis.

Multiplicity = 1
HOMO-LUMO gap = 9.593 eV
LUMO energy = 0.699 eV
SMILES = c1c[nH]cn1.CCSS

Structure (XYZ):
```
19
Properties=species:S:1:pos:R:3:mulliken_charge:R:1
C -4.430 1.551 1.212 -0.29
C -4.516 1.861 -0.128 -0.23
N -4.010 0.764 -0.780 -0.05
C -3.645 -0.147 0.166 -0.15
N -3.887 0.300 1.388 -0.55
H -4.732 2.166 2.060 0.36
H -4.882 2.738 -0.662 0.35
H -3.922 0.650 -1.792 0.20
H -3.210 -1.114 -0.088 0.35
C 2.888 1.703 1.984 -0.91
C 4.069 0.748 2.039 -0.42
S 3.596 -1.005 2.128 -0.07
S 2.784 -1.147 4.004 -0.23
H 2.245 1.475 1.117 0.28
H 3.244 2.743 1.895 0.31
H 2.283 1.616 2.903 0.27
H 4.674 0.804 1.114 0.29
H 4.737 0.970 2.893 0.32
H 1.504 -0.839 3.704 0.16
```

---

#x
This record from the OMol25 dataset describes the molecule C5H10N2S2. The level of theory is the ωB97M-V functional and the def2-TZVPD basis.

Multiplicity = 1
HOMO-LUMO gap (spin up / spin down) = 7.456 / 7.702 eV
LUMO energy (spin up / spin down) = -0.083 / 0.111 eV

Structure (XYZ):
```
19
Properties=species:S:1:pos:R:3:mulliken_charge:R:1
C -1.629 2.007 0.148 -0.11
C -2.761 -0.335 -0.603 -0.37
C 2.594 0.416 0.448 -1.19
C 1.931 -0.546 -0.499 -0.55
C 0.427 -0.846 -0.076 -0.44
N -0.578 1.318 -0.108 -0.24
N -0.396 0.174 -0.585 -0.08
S -3.258 1.171 0.061 -0.12
S -2.875 -1.912 0.295 -0.19
H -1.546 3.106 0.445 0.31
H -2.940 -0.421 -1.602 0.44
H 1.924 1.040 1.125 0.26
H 3.058 -0.279 1.251 0.26
H 3.374 0.825 0.025 0.48
H 2.437 -1.495 -0.750 0.43
H 1.953 0.046 -1.496 0.28
H 0.338 -1.704 -0.697 0.32
H 0.586 -0.992 1.042 0.35
H -2.637 -1.573 1.575 0.14
```

---

The structure with the least stability is #x.